{
  "formula": "C3H9NS",
  "method": "wB97M-V/def2-TZVPD",
  "total_energy_ha": -572.6154,
  "largest_force_ev_per_a": 1.2,
  "multiplicity": 1,
  "e_homo_ev": -8.72,
  "species": ["H", "H", "C", "H", "H", "C", "H", "H", "H", "H", "N", "S", "H", "C"],
  "positions_angstrom": [[0.506522, 1.650013, 2.078639], [1.372046, 1.674662, 0.459865], [-1.508468, -0.444003, -1.335517], [1.132358, -0.434480, 1.807060], [1.933861, -0.944850, -0.118563], [0.840436, -0.906018, -0.087803], [-1.795387, -1.491001, -1.276516], [-0.300327, 1.752025, 0.491354], [0.471206, -1.926616, -0.017707], [-1.763128, 0.075803, -0.414111], [0.429725, -0.147701, 1.133137], [0.243805, -0.169660, -1.636510], [-2.081870, 0.020125, -2.134370], [0.519221, 1.291700, 1.051041]],
  "atomic_forces_ev_per_a": [[0.13, 0.34, -0.15], [0.30, -0.18, 0.60], [-0.26, 0.45, 0.10], [-0.35, -0.04, 0.29], [0.01, 0.04, -0.47], [-0.10, 0.87, 0.30], [0.20, -0.10, 0.05], [-0.38, -0.34, 0.34], [-0.09, -0.03, 0.06], [-0.17, -0.18, 0.09], [0.30, -0.98, -0.54], [0.19, -0.50, 0.23], [0.10, 0.02, -0.15], [0.11, 0.63, -0.76]],
  "mulliken_charge": [0.35, 0.30, -0.83, 0.26, 0.36, -0.55, 0.28, 0.26, 0.33, 0.28, -0.44, -0.09, 0.32, -0.83]
}

---

{
  "formula": "C18H18N6O2S",
  "method": "wB97M-V/def2-TZVPD",
  "total_energy_ha": -1573.9837,
  "largest_force_ev_per_a": 1.2,
  "multiplicity": 1,
  "e_homo_ev": -8.74,
  "species": ["C", "H", "N", "C", "C", "H", "O", "C", "N", "C", "N", "N", "H", "H", "H", "H", "C", "H", "C", "H", "C", "H", "H", "H", "N", "C", "H", "O", "C", "C", "H", "C", "H", "C", "N", "S", "C", "H", "C", "H", "C", "H", "H", "C", "C"],
  "positions_angstrom": [[0.972721, -2.133144, 1.875518], [-0.408943, -2.740720, 5.019326], [0.718654, 2.205824, -4.231866], [0.364262, 1.522560, 1.681964], [-1.915469, 1.840770, 2.588748], [3.178458, -0.393614, -1.443038], [2.003944, -3.358276, 0.130088], [0.195272, 2.043285, -5.434354], [0.709622, 0.190484, 1.618758], [0.111617, 1.655105, -3.196482], [-1.975374, 1.289212, -1.072674], [0.732464, 2.118676, 0.588686], [-2.085406, 0.783411, 2.803827], [-2.077186, 2.248856, -1.360293], [-2.491398, 2.437316, 3.297678], [1.622529, -0.805894, -2.177708], [0.531477, -0.928949, 2.394478], [-3.480466, 2.195306, 1.146465], [1.288427, 0.073221, 0.372310], [-0.067948, 1.884161, 3.737617], [-2.390673, 2.109503, 1.161246], [0.732758, 2.514571, -6.246756], [-2.667447, -0.173769, -2.398584], [-1.961857, 3.038115, 0.783142], [1.745115, -1.110989, -0.111832], [2.353429, -1.104415, -1.425773], [-0.281108, 3.254603, 2.634675], [-1.849874, -0.182888, 0.619210], [-0.424928, 2.179121, 2.749715], [-0.043902, -1.062150, 3.676087], [-2.510779, 0.173353, -4.713310], [-0.964762, 1.319812, -5.664776], [-0.446144, -0.255212, 4.257802], [1.608906, -2.304271, 0.584081], [1.315954, 1.225850, -0.235568], [0.668981, -3.437418, 2.959228], [-1.721820, 0.302211, -2.105196], [-1.359840, 1.209453, -6.662830], [-2.028736, 0.957117, 0.230958], [0.587102, 1.805811, -2.234670], [-1.061529, 0.907878, -3.308156], [2.709191, -2.113951, -1.623312], [-1.087527, -0.472411, -1.658494], [-0.033027, -2.357886, 4.091208], [-1.602972, 0.745697, -4.577853]],
  "atomic_forces_ev_per_a": [[-0.31, 0.08, 0.61], [-0.09, -0.04, 0.20], [0.50, 0.32, -0.03], [0.15, 0.22, 0.22], [-0.02, 0.10, -0.05], [-0.02, -0.01, -0.03], [-0.04, -0.17, 0.11], [-0.21, -0.10, -0.31], [0.57, 0.32, -0.82], [-0.25, -0.15, 0.25], [0.00, 0.06, -0.39], [-0.36, 0.69, 0.65], [-0.06, 0.07, 0.06], [0.02, -0.01, 0.14], [-0.02, -0.05, 0.00], [0.02, 0.00, -0.01], [0.18, -1.02, -0.09], [0.02, 0.04, -0.05], [-0.34, 0.55, 0.50], [0.02, 0.10, 0.03], [0.00, -0.27, 0.32], [-0.02, 0.01, -0.13], [0.21, -0.04, 0.00], [-0.07, 0.05, -0.07], [0.06, -0.27, 0.01], [0.20, -0.08, -0.31], [0.08, -0.07, 0.03], [-0.05, -0.34, 0.14], [-0.22, -0.20, 0.08], [-0.07, 0.03, 0.13], [-0.08, -0.03, 0.01], [0.04, 0.00, 0.05], [-0.09, 0.14, 0.11], [0.06, 0.07, -0.12], [0.54, -0.87, -0.62], [-0.04, 0.50, -0.06], [-0.06, -0.26, 0.17], [-0.01, 0.01, -0.09], [-0.25, 0.54, -0.14], [-0.08, -0.05, 0.05], [-0.09, 0.07, -0.22], [-0.04, 0.14, 0.00], [-0.13, 0.06, -0.07], [0.20, -0.19, -0.35], [0.14, 0.05, 0.11]],
  "mulliken_charge": [0.18, 0.49, -0.63, 0.46, -0.52, 0.33, -0.71, -0.41, 0.36, -0.34, -0.11, -0.63, 0.32, 0.33, 0.40, 0.23, 1.06, 0.51, 0.26, 0.36, -0.94, 0.38, 0.34, 0.46, -0.03, -1.02, 0.41, -0.65, -1.28, -1.03, 0.37, -0.37, 0.35, 0.63, -0.41, -0.18, -0.53, 0.40, 0.40, 0.77, 0.69, 0.40, 0.19, -0.50, -0.76]
}

---

{
  "formula": "C41H65F3N8O9",
  "method": "wB97M-V/def2-TZVPD",
  "total_energy_ha": -3015.9475,
  "largest_force_ev_per_a": 6.3,
  "multiplicity": 1,
  "e_homo_ev": -10.58,
  "species": ["H", "H", "H", "O", "H", "H", "H", "H", "C", "N", "H", "C", "O", "C", "C", "F", "H", "H", "H", "N", "C", "H", "H", "H", "C", "H", "O", "H", "C", "H", "H", "H", "C", "C", "H", "H", "H", "H", "H", "C", "C", "H", "H", "H", "H", "C", "H", "H", "O", "C", "C", "H", "H", "N", "H", "C", "H", "H", "H", "H", "H", "N", "H", "H", "H", "H", "C", "C", "H", "C", "C", "O", "O", "H", "H", "C", "C", "H", "C", "O", "C", "H", "C", "C", "H", "H", "N", "H", "H", "N", "C", "C", "H", "H", "C", "H", "F", "N", "C", "H", "C", "H", "H", "H", "C", "F", "H", "H", "N", "H", "C", "C", "C", "C", "C", "H", "H", "C", "O", "H", "H", "O", "C", "C", "C", "C"],
  "positions_angstrom": [[6.549597, 3.662594, -2.554251], [-4.654233, 2.469544, 5.183939], [-3.562603, -2.010286, -4.682091], [4.943457, -1.783216, 0.116439], [1.861287, 0.124714, 1.552149], [-3.359573, 4.398794, 4.054629], [4.148247, -3.090046, 2.915829], [1.843797, 4.264794, -1.524441], [-7.571333, -0.732606, -2.893961], [4.809767, -0.323676, -3.440691], [6.149697, 2.752654, -4.093511], [4.466327, 3.167054, -2.657931], [-7.934683, -1.085296, -3.997221], [4.011837, -2.337546, 2.139149], [1.298597, 4.663384, -2.380001], [-8.313993, 0.321344, -0.174771], [-3.186723, -0.654076, -2.754571], [-2.744233, -2.217576, -2.206221], [1.956007, -4.490366, -4.084711], [-2.642093, -7.289976, -1.423231], [-6.238303, 0.168524, -1.238581], [-3.124253, 1.917574, 5.105929], [2.010197, -1.268866, 0.449719], [0.033237, 6.811854, 2.509589], [-2.107873, 0.783434, 0.430539], [-1.879583, -3.157766, -5.928891], [-1.276463, 0.553824, 6.462539], [-4.475063, 0.212894, 4.555859], [-2.443043, -1.436736, -2.904551], [5.234847, 1.682724, -1.124801], [-0.330993, -1.328306, -0.032691], [-0.137363, 1.596164, 0.864249], [1.475727, -0.339016, 0.644189], [1.855037, 5.675414, 2.902859], [-1.529483, -3.641896, 1.019119], [-0.512973, -6.331906, 1.719469], [4.039947, 3.918764, -1.993681], [3.379037, -2.686606, -3.879521], [0.780827, -4.592236, -1.795521], [5.820647, 3.469634, -3.341331], [-0.053973, 5.050844, 1.441259], [-0.604163, -2.691766, -4.885891], [2.122227, -1.988486, 6.057019], [5.335387, -3.552566, 0.992569], [2.118377, 4.821434, -3.080771], [-1.393023, -5.693586, 1.641049], [3.854487, 3.099664, -3.557491], [-0.619903, 3.502514, -2.214921], [0.458447, -0.989896, 6.513839], [-0.345793, -0.067226, 5.950699], [-2.537103, -1.784416, -4.389801], [-7.130863, -1.153936, 0.241159], [-0.208503, 3.876544, -3.851341], [0.957547, -1.358986, -2.414391], [1.323557, 5.306724, 3.780189], [4.649487, 0.631894, -2.742681], [-2.489223, 3.088014, 3.131229], [-0.469113, 1.132014, -0.723051], [1.832917, -0.221246, 3.769849], [-1.516213, -0.953116, -2.596021], [3.477407, 6.516754, 4.053869], [-6.470703, 0.962194, 2.139699], [3.489117, 1.570734, -1.480721], [1.601747, 2.227494, -3.940431], [3.731557, -2.831886, -2.353831], [-5.310593, -0.398516, -1.161611], [1.687867, -5.151806, -2.024141], [0.227467, 3.586394, -2.895391], [-0.274403, -0.921476, 1.623649], [-0.027903, -0.524906, 0.638729], [-1.668643, -2.926246, -4.884861], [5.798387, 0.239864, 0.762439], [-6.637363, 0.191714, -2.663631], [2.295357, -5.187576, -1.119831], [2.079537, 7.565474, 3.999249], [-5.518283, 0.932084, 2.818459], [1.679277, -1.012206, 5.860129], [-6.125473, 1.136884, -0.751081], [-2.652593, -6.969756, -0.275001], [4.676547, -1.168616, 2.179399], [5.173287, -0.806546, 0.976999], [3.057177, 7.486924, 2.618719], [2.481977, -4.450766, -3.130831], [-2.625113, -6.489146, 1.128979], [-3.441603, 0.670814, 3.202339], [2.430557, -0.289016, 6.177419], [-1.926333, -5.159046, -3.601431], [1.681787, 0.290514, -0.221451], [0.125807, 1.422104, -3.368061], [-3.270283, 0.817614, 0.516979], [1.810487, -2.064096, -2.663411], [0.897957, 2.147564, -3.111941], [0.095987, -4.243856, 0.941449], [3.398297, -5.007546, -3.326911], [-0.943843, -4.530866, 0.784939], [-2.260043, -0.844926, -4.868031], [0.856447, -1.941156, 3.902609], [-0.708643, 4.210484, 0.928289], [4.489677, -2.891146, 0.804399], [-4.162863, 3.497574, 2.810069], [-3.418613, 3.409204, 3.601509], [-1.088243, -4.731476, -0.276661], [-3.431843, -5.757096, 1.091739], [1.296537, -6.151886, -2.210721], [-1.807103, -4.174396, -4.167651], [3.475467, -3.446046, 0.222379], [1.169557, 6.609514, 1.077499], [2.948787, -2.103696, 2.081319], [0.279467, 6.973244, -1.583281], [5.764367, 4.410744, -3.888351], [-0.642063, 0.809354, 0.303629], [-3.920813, 2.208344, 4.421069], [1.160107, -0.742416, 4.450889], [-7.425063, -0.541716, -0.611331], [2.662327, 6.854384, 3.413749], [-2.985393, -7.315816, 1.741289], [1.385707, 1.832734, -2.189401], [4.474777, 1.770194, -1.901171], [-0.007083, 0.047014, 4.673789], [-1.520813, -5.259796, 2.632809], [2.497857, 4.950324, 2.403729], [-7.998893, -1.228466, -1.698691], [0.733777, 5.968384, -1.937631], [-4.345153, 0.936464, 3.751079], [2.863767, -3.030676, -2.982741], [0.731767, 6.169414, 1.973469]],
  "atomic_forces_ev_per_a": [[0.51, -0.38, -0.26], [-0.56, 0.50, -0.35], [-0.10, 0.11, 0.20], [0.29, 0.35, -1.54], [-0.07, 0.16, -0.01], [0.19, -0.43, 0.50], [0.58, 0.61, 0.43], [-0.32, -0.21, 0.32], [-0.11, -0.43, -1.18], [-0.76, 3.88, 2.89], [-0.12, -0.41, 0.49], [0.65, -1.77, -1.20], [0.37, 0.55, 2.25], [-1.72, -1.86, -1.10], [-0.90, -0.59, 0.08], [-1.60, 1.51, 0.65], [-0.21, 0.13, 0.10], [0.34, -0.30, -0.13], [-0.38, -0.34, 0.02], [-0.18, 1.08, 4.75], [-0.52, -0.42, -0.69], [0.37, -0.31, -0.19], [-0.09, -0.04, 0.11], [0.24, 0.34, -0.22], [-1.78, 0.80, 0.54], [-0.19, 0.11, -0.13], [2.78, -2.09, -1.21], [-0.29, -0.22, -0.30], [-0.89, 0.52, 0.21], [-0.08, 0.36, 0.18], [0.07, 0.27, -0.36], [-0.65, 0.16, 0.48], [0.31, -0.24, -1.02], [-0.81, 1.11, 0.46], [-0.15, 0.11, -0.10], [-0.19, -0.48, 0.10], [0.55, 0.12, -0.09], [-0.55, 0.07, -0.59], [0.01, 0.27, 0.10], [-0.08, 1.20, 1.18], [-2.31, -2.58, -1.79], [0.10, 0.27, 0.23], [-0.12, -0.08, -0.64], [-0.06, -0.53, -0.67], [-0.39, 0.21, -0.44], [1.09, -0.70, -0.15], [-0.91, -0.27, 0.47], [0.24, 0.15, 0.31], [-1.08, 0.79, 2.59], [-3.10, 1.39, 1.95], [0.11, 0.28, 0.52], [-0.23, -0.58, -0.38], [0.19, 0.32, 0.00], [-1.32, 1.32, 0.43], [0.36, -0.86, -0.06], [1.20, -4.69, -4.00], [0.15, 0.48, -0.08], [0.26, -0.46, -0.31], [-0.19, 0.13, 0.06], [0.27, -0.52, -0.18], [0.09, 0.05, -0.10], [2.19, -0.19, 1.43], [-0.06, 0.38, 0.52], [0.14, -0.24, 0.15], [-0.33, -0.21, 0.93], [-0.08, 0.04, 0.01], [-0.19, 0.77, 0.41], [1.26, -0.57, -0.02], [-0.62, 0.42, 0.20], [0.67, -0.92, 0.53], [0.71, 0.09, -0.70], [-2.27, -3.27, 0.57], [0.93, 0.84, 0.85], [-0.07, -0.07, 0.11], [-0.34, -0.26, 0.18], [-1.25, 0.43, -0.49], [0.60, -0.34, -0.93], [0.02, 0.17, -0.68], [1.07, -1.00, -4.13], [1.97, 3.20, 1.59], [2.15, 3.37, 0.25], [0.30, -0.27, -0.23], [-0.60, -1.86, -0.82], [-0.64, 0.92, -0.52], [-0.31, -0.66, -0.49], [-0.41, 0.51, 0.31], [0.04, -0.65, 0.40], [0.52, 0.18, 0.07], [0.08, 0.00, 0.02], [2.12, -0.30, -0.22], [1.45, -1.62, -0.42], [-0.83, 1.91, 0.27], [0.07, -0.26, 0.10], [0.14, -0.02, 0.07], [-0.62, 0.66, -0.73], [0.06, -0.24, -0.59], [-0.66, -0.39, -0.65], [2.25, 2.47, 1.73], [0.88, -0.04, 2.58], [0.16, 0.37, -0.43], [-1.13, -1.35, -1.01], [0.13, -0.03, -0.11], [-0.37, 0.05, 0.36], [0.49, -0.04, -0.54], [-0.21, 0.38, 0.08], [-1.60, -1.52, -1.95], [-0.20, 0.64, 0.11], [-0.21, -0.39, -0.01], [0.57, -1.07, -0.31], [-0.24, 0.14, 0.01], [-0.80, 0.04, -0.18], [0.14, 1.57, 2.41], [0.98, 0.31, 0.08], [1.59, -0.58, -0.73], [0.37, 0.56, 0.00], [0.39, 0.14, 0.32], [0.12, -0.12, -0.12], [-0.56, 1.33, -0.14], [1.21, -0.21, -1.60], [-0.61, -0.56, 0.19], [-0.23, -0.18, 0.20], [-0.38, -1.03, -0.06], [-0.34, 0.21, -0.15], [0.39, -0.25, -1.01], [1.42, 1.81, 0.20], [0.32, -1.08, -0.37]],
  "mulliken_charge": [0.36, 0.38, 0.33, -0.26, 0.59, 0.40, 0.37, 0.07, 0.61, -0.66, 0.35, -0.24, -0.56, 0.19, 0.04, -0.29, 0.27, 0.48, 0.33, -0.47, -0.13, 0.17, -0.78, 0.33, -0.45, 0.38, -0.54, 0.37, -0.58, 0.53, 0.04, 0.46, 0.52, -0.24, 0.33, 0.34, 0.53, 0.59, -0.07, -1.58, 0.16, 0.11, 0.32, 0.35, 0.46, -0.67, -0.01, 0.31, -0.34, 0.47, -0.73, 0.34, 0.43, -0.09, 0.24, 0.19, 0.08, -0.57, 0.17, -0.09, 0.34, -0.46, -0.80, 0.58, 0.03, 0.05, -0.68, -0.63, 0.45, -0.18, -0.35, -0.60, -0.35, 0.19, 0.36, 0.16, -0.52, 0.32, 0.25, -0.33, 0.63, 0.35, -0.84, -0.50, -0.27, 0.29, -0.44, -0.59, 0.22, -0.46, 0.04, -0.40, 0.14, 0.34, -0.47, 0.34, -0.28, -0.50, 0.02, 0.27, -0.84, 0.11, 0.23, 0.44, 0.29, -0.14, 0.26, -0.17, -0.49, 0.45, 0.85, -0.57, 0.61, 0.35, -1.33, 0.39, -0.37, 0.85, -0.15, 0.35, 0.36, -0.37, -0.13, 0.31, -0.30, -0.33]
}